{"formula": "C34H58N2O13S4", "method": "ωB97M-V/def2-TZVPD", "spin_multiplicity": 1, "homo_energy_ev": -8.4, "largest_force_ev_per_a": 1.2, "orbital_gap_ev": 8.97, "smiles": "CN(C)C(=O)C[C@]1(COc2ccccc2)OC(=O)O[C@@H]1CCCCN.O=S1(=O)CCCC1.O=S1(=O)CCCC1.O=S1(=O)CCCC1.O=S1(=O)CCCC1", "e_tot_ev": -109136.8018, "lumo_energy_ev": 0.6, "species": ["C", "N", "C", "C", "O", "C", "C", "C", "O", "C", "C", "C", "C", "C", "C", "O", "C", "O", "O", "C", "C", "C", "C", "C", "N", "H", "H", "H", "H", "H", "H", "H", "H", "H", "H", "H", "H", "H", "H", "H", "H", "H", "H", "H", "H", "H", "H", "H", "H", "H", "H", "O", "S", "O", "C", "C", "C", "C", "H", "H", "H", "H", "H", "H", "H", "H", "O", "S", "O", "C", "C", "C", "C", "H", "H", "H", "H", "H", "H", "H", "H", "O", "S", "O", "C", "C", "C", "C", "H", "H", "H", "H", "H", "H", "H", "H", "O", "S", "O", "C", "C", "C", "C", "H", "H", "H", "H", "H", "H", "H", "H"], "xyz": [[-7.08, 1.94, -1.07], [-8.13, 0.98, -0.72], [-8.23, 0.77, 0.73], [-8.28, -0.18, -1.44], [-9.16, -0.97, -1.16], [-7.33, -0.53, -2.59], [-6.13, -1.33, -2.07], [-6.63, -2.77, -1.88], [-5.78, -3.61, -1.14], [-5.78, -3.49, 0.22], [-6.83, -2.96, 0.97], [-6.71, -2.89, 2.35], [-5.56, -3.32, 3.00], [-4.53, -3.86, 2.24], [-4.63, -3.95, 0.86], [-5.70, -0.73, -0.83], [-4.36, -0.95, -0.68], [-3.74, -0.67, 0.29], [-3.88, -1.54, -1.80], [-4.81, -1.28, -2.87], [-4.46, 0.00, -3.66], [-3.21, 0.76, -3.19], [-3.53, 1.92, -2.25], [-2.35, 2.87, -2.01], [-2.39, 3.53, -0.69], [-7.03, 2.08, -2.15], [-7.36, 2.91, -0.65], [-6.11, 1.68, -0.66], [-9.25, 0.52, 1.00], [-7.55, -0.02, 1.07], [-7.98, 1.71, 1.23], [-7.90, -1.17, -3.26], [-7.06, 0.35, -3.16], [-6.67, -3.20, -2.89], [-7.66, -2.77, -1.51], [-7.73, -2.61, 0.50], [-7.53, -2.47, 2.92], [-5.47, -3.25, 4.07], [-3.62, -4.21, 2.72], [-3.83, -4.36, 0.26], [-4.71, -2.14, -3.53], [-4.30, -0.32, -4.70], [-5.28, 0.71, -3.69], [-2.74, 1.21, -4.07], [-2.48, 0.09, -2.73], [-3.83, 1.56, -1.26], [-4.39, 2.47, -2.65], [-2.37, 3.67, -2.76], [-1.42, 2.31, -2.07], [-3.34, 3.86, -0.55], [-2.31, 2.78, -0.01], [-3.37, 2.17, 1.97], [-2.11, 1.59, 2.38], [-1.21, 1.04, 1.39], [-1.25, 2.77, 3.40], [-1.73, 2.46, 4.81], [-1.74, 0.93, 4.93], [-2.42, 0.38, 3.67], [-1.48, 3.77, 3.06], [-0.18, 2.57, 3.30], [-1.09, 2.92, 5.56], [-2.74, 2.85, 4.95], [-0.72, 0.57, 4.99], [-2.26, 0.60, 5.83], [-2.01, -0.57, 3.35], [-3.50, 0.30, 3.78], [3.06, -0.55, 3.55], [2.69, 0.56, 2.71], [1.74, 1.54, 3.18], [4.18, 1.37, 2.14], [4.53, 0.64, 0.84], [3.20, 0.46, 0.09], [2.17, -0.06, 1.11], [4.94, 1.30, 2.91], [3.93, 2.41, 1.95], [5.24, 1.20, 0.25], [4.96, -0.33, 1.07], [2.87, 1.42, -0.31], [3.30, -0.22, -0.75], [1.16, 0.29, 0.92], [2.17, -1.15, 1.17], [6.81, -0.94, -1.56], [6.48, 0.17, -2.42], [5.55, 1.18, -1.98], [7.97, 0.96, -3.02], [8.31, 0.20, -4.29], [6.98, 0.01, -5.04], [5.95, -0.48, -4.02], [8.73, 0.90, -2.25], [7.71, 2.00, -3.22], [9.04, 0.75, -4.89], [8.74, -0.77, -4.04], [6.66, 0.97, -5.45], [7.08, -0.69, -5.87], [4.95, -0.11, -4.22], [5.94, -1.56, -3.93], [10.28, 1.25, 0.77], [9.93, -0.13, 0.54], [9.53, -0.57, -0.77], [11.23, -1.18, 1.18], [10.83, -1.42, 2.63], [9.32, -1.69, 2.61], [8.67, -0.62, 1.73], [12.18, -0.66, 1.05], [11.22, -2.10, 0.60], [11.39, -2.25, 3.06], [11.05, -0.53, 3.23], [9.14, -2.68, 2.19], [8.90, -1.68, 3.61], [7.81, -0.98, 1.18], [8.41, 0.27, 2.30]], "lowdin_charge": [-0.058, -0.123, -0.029, -0.446, 0.070, -0.002, -0.304, -0.103, -0.013, -0.268, -0.014, -0.079, -0.096, -0.079, -0.009, 0.090, -0.555, 0.180, 0.084, -0.160, -0.097, -0.178, -0.204, -0.272, 0.002, 0.081, 0.093, 0.082, 0.088, 0.084, 0.088, 0.140, 0.095, 0.148, 0.119, 0.104, 0.105, 0.097, 0.103, 0.125, 0.160, 0.116, 0.092, 0.116, 0.119, 0.094, 0.108, 0.105, 0.111, 0.062, 0.005, -0.332, 0.655, -0.325, -0.222, -0.212, -0.207, -0.209, 0.112, 0.070, 0.116, 0.116, 0.115, 0.112, 0.105, 0.105, -0.325, 0.673, -0.338, -0.223, -0.233, -0.207, -0.205, 0.103, 0.109, 0.085, 0.118, 0.123, 0.109, 0.082, 0.107, -0.319, 0.671, -0.331, -0.224, -0.212, -0.213, -0.215, 0.075, 0.112, 0.116, 0.122, 0.116, 0.112, 0.101, 0.103, -0.317, 0.669, -0.335, -0.229, -0.219, -0.208, -0.211, 0.107, 0.108, 0.114, 0.119, 0.118, 0.115, 0.093, 0.106]}

{"formula": "C34H58N2OS", "method": "ωB97M-V/def2-TZVPD", "spin_multiplicity": 1, "homo_energy_ev": -9.0, "largest_force_ev_per_a": 0.4, "orbital_gap_ev": 8.61, "e_tot_ev": -52062.3593, "lumo_energy_ev": -0.4, "species": ["C", "C", "C", "C", "C", "C", "C", "N", "S", "N", "C", "C", "O", "C", "C", "C", "C", "C", "C", "C", "H", "H", "H", "H", "H", "H", "H", "H", "H", "H", "H", "H", "H", "H", "H", "H", "C", "C", "C", "C", "C", "C", "H", "H", "H", "H", "H", "H", "H", "H", "H", "H", "H", "H", "H", "H", "C", "C", "C", "C", "C", "C", "H", "H", "H", "H", "H", "H", "H", "H", "H", "H", "H", "H", "H", "H", "C", "C", "C", "C", "C", "C", "H", "H", "H", "H", "H", "H", "H", "H", "H", "H", "H", "H", "H", "H"], "xyz": [[-1.88, -9.40, -2.11], [-2.50, -8.03, -1.85], [-3.75, -8.10, -0.96], [-3.68, -7.31, 0.32], [-4.85, -6.57, 0.73], [-4.89, -5.82, 1.86], [-3.73, -5.77, 2.67], [-3.56, -5.09, 3.80], [-2.07, -5.37, 4.29], [-1.55, -6.37, 3.14], [-2.57, -6.51, 2.29], [-2.57, -7.28, 1.10], [-2.88, -7.40, -3.06], [-1.82, -6.81, -3.79], [-2.16, -5.41, -4.24], [-3.43, -4.88, -4.08], [-3.71, -3.59, -4.51], [-2.73, -2.82, -5.09], [-1.45, -3.34, -5.25], [-1.17, -4.63, -4.82], [-2.57, -10.03, -2.68], [-1.65, -9.89, -1.16], [-0.95, -9.30, -2.66], [-1.74, -7.42, -1.35], [-4.57, -7.71, -1.55], [-4.00, -9.14, -0.74], [-5.72, -6.61, 0.10], [-5.77, -5.27, 2.14], [-1.68, -7.83, 0.83], [-0.90, -6.77, -3.19], [-1.60, -7.43, -4.66], [-4.20, -5.50, -3.62], [-4.71, -3.20, -4.38], [-2.95, -1.81, -5.42], [-0.67, -2.75, -5.70], [-0.17, -5.02, -4.95], [0.94, 0.76, 5.16], [0.98, -0.77, 5.10], [1.90, -1.31, 4.00], [1.50, -0.90, 2.59], [0.08, -1.28, 2.18], [-0.18, -2.78, 2.18], [0.54, 1.18, 4.23], [0.31, 1.10, 5.98], [1.94, 1.17, 5.31], [-0.03, -1.15, 4.97], [1.33, -1.15, 6.06], [1.92, -2.40, 4.08], [2.92, -0.97, 4.19], [2.20, -1.35, 1.88], [1.62, 0.18, 2.47], [-0.11, -0.89, 1.18], [-0.64, -0.79, 2.84], [0.51, -3.30, 1.51], [-1.20, -3.00, 1.85], [-0.06, -3.21, 3.18], [1.02, 5.08, -1.65], [-0.24, 4.91, -0.80], [0.05, 4.45, 0.63], [0.74, 3.09, 0.73], [-0.01, 1.94, 0.07], [-1.39, 1.69, 0.67], [1.55, 4.13, -1.78], [0.77, 5.45, -2.64], [1.70, 5.79, -1.18], [-0.92, 4.22, -1.29], [-0.77, 5.87, -0.75], [-0.89, 4.43, 1.19], [0.68, 5.20, 1.12], [0.88, 2.86, 1.79], [1.74, 3.15, 0.30], [0.59, 1.03, 0.17], [-0.11, 2.12, -1.01], [-1.32, 1.49, 1.74], [-1.87, 0.83, 0.20], [-2.05, 2.55, 0.53], [1.87, 8.65, 0.10], [3.25, 8.20, 0.57], [4.29, 9.32, 0.56], [4.57, 9.94, -0.81], [5.01, 8.94, -1.88], [6.32, 8.23, -1.55], [1.89, 9.01, -0.94], [1.16, 7.83, 0.15], [1.49, 9.47, 0.72], [3.59, 7.37, -0.06], [3.17, 7.81, 1.58], [5.23, 8.93, 0.98], [3.97, 10.11, 1.24], [5.34, 10.71, -0.70], [3.67, 10.46, -1.16], [5.13, 9.48, -2.82], [4.23, 8.20, -2.06], [7.12, 8.95, -1.39], [6.62, 7.56, -2.36], [6.23, 7.63, -0.64]], "lowdin_charge": [-0.031, -0.395, -0.081, -0.195, -0.025, -0.014, -0.369, -0.236, 0.984, -0.223, -0.359, 0.023, -0.124, -0.167, -0.192, -0.029, -0.082, -0.098, -0.091, -0.051, 0.090, 0.084, 0.077, 0.130, 0.118, 0.128, 0.112, 0.116, 0.123, 0.130, 0.136, 0.109, 0.101, 0.099, 0.100, 0.114, -0.108, -0.267, -0.226, -0.224, -0.270, -0.109, 0.054, 0.070, 0.076, 0.098, 0.104, 0.101, 0.109, 0.112, 0.092, 0.086, 0.099, 0.080, 0.069, 0.043, -0.105, -0.268, -0.226, -0.225, -0.265, -0.110, 0.067, 0.072, 0.056, 0.098, 0.102, 0.103, 0.104, 0.102, 0.103, 0.088, 0.100, 0.066, 0.072, 0.066, -0.107, -0.271, -0.229, -0.230, -0.271, -0.112, 0.069, 0.052, 0.077, 0.091, 0.105, 0.101, 0.109, 0.109, 0.100, 0.104, 0.096, 0.074, 0.068, 0.064]}

{"formula": "C34H59IrNO2P2", "method": "ωB97M-V/def2-TZVPD", "s2": 6.05, "spin_multiplicity": 5, "homo_energy_ev": [-8.0, -10.5], "largest_force_ev_per_a": 1.5, "orbital_gap_ev": [6.31, 6.00], "e_tot_ev": -63208.1987, "lumo_energy_ev": [-1.7, -4.5], "total_charge": 1, "species": ["Ir", "C", "C", "C", "P", "C", "C", "C", "C", "C", "C", "C", "C", "C", "C", "N", "C", "C", "C", "C", "C", "C", "C", "P", "C", "C", "C", "C", "C", "C", "H", "H", "H", "H", "H", "H", "H", "H", "H", "H", "H", "H", "H", "H", "H", "H", "H", "H", "H", "H", "H", "H", "H", "H", "H", "H", "H", "H", "H", "H", "H", "H", "H", "H", "H", "H", "H", "H", "H", "H", "C", "O", "C", "C", "O", "C", "H", "H", "H", "H", "H", "H", "H", "H", "H", "H", "C", "C", "C", "C", "H", "H", "H", "H", "H", "H", "H", "H", "H"], "xyz": [[-0.05, -0.26, -0.77], [-3.09, 1.60, 1.90], [-3.44, 1.87, 0.44], [-4.70, 1.12, 0.05], [-1.93, 1.51, -0.63], [-2.35, 2.21, -2.32], [-1.03, 2.59, -2.97], [-3.01, 1.12, -3.16], [-0.83, 2.79, 0.09], [-1.04, 4.15, -0.06], [-0.18, 5.08, 0.51], [-0.43, 6.55, 0.37], [0.92, 4.60, 1.22], [1.13, 3.26, 1.41], [0.23, 2.30, 0.89], [0.39, 0.96, 1.05], [0.97, 0.43, 2.16], [0.97, 1.09, 3.41], [1.62, 0.56, 4.49], [2.35, -0.62, 4.40], [3.11, -1.16, 5.56], [2.29, -1.32, 3.20], [1.58, -0.85, 2.11], [1.28, -1.92, 0.66], [0.59, -3.48, 1.48], [1.59, -4.60, 1.75], [-0.18, -3.17, 2.77], [3.02, -2.37, 0.15], [3.80, -1.08, -0.05], [2.96, -3.20, -1.14], [-3.96, 1.77, 2.52], [-2.30, 2.25, 2.25], [-2.77, 0.56, 2.03], [-3.60, 2.95, 0.31], [-4.60, 0.06, 0.23], [-4.95, 1.28, -1.00], [-5.53, 1.49, 0.65], [-3.02, 3.07, -2.23], [-0.35, 1.75, -2.86], [-0.58, 3.46, -2.51], [-1.18, 2.79, -4.03], [-2.34, 0.25, -3.22], [-3.18, 1.48, -4.17], [-3.96, 0.78, -2.76], [-1.89, 4.49, -0.63], [-1.50, 6.76, 0.31], [0.03, 6.94, -0.54], [-0.01, 7.10, 1.21], [1.62, 5.31, 1.64], [2.00, 2.92, 1.95], [0.42, 2.02, 3.50], [1.58, 1.08, 5.44], [3.65, -0.37, 6.07], [3.82, -1.93, 5.25], [2.43, -1.61, 6.28], [2.82, -2.26, 3.11], [-0.13, -3.85, 0.74], [2.35, -4.31, 2.47], [2.07, -4.94, 0.85], [1.04, -5.44, 2.17], [0.50, -3.07, 3.62], [-0.86, -4.00, 2.98], [-0.76, -2.25, 2.70], [3.48, -2.96, 0.94], [3.22, -0.37, -0.64], [4.73, -1.28, -0.57], [4.03, -0.62, 0.91], [2.45, -2.63, -1.91], [2.39, -4.12, -1.00], [3.96, -3.45, -1.47], [2.86, 2.30, -1.35], [1.93, 1.42, -1.94], [2.19, 1.14, -3.30], [2.16, -0.38, -3.50], [0.93, -0.95, -3.04], [0.10, -1.44, -4.08], [2.83, 3.29, -1.82], [3.88, 1.91, -1.44], [2.60, 2.39, -0.30], [3.17, 1.51, -3.60], [1.43, 1.63, -3.93], [2.97, -0.82, -2.92], [2.31, -0.62, -4.56], [0.61, -2.23, -4.63], [-0.19, -0.65, -4.78], [-0.78, -1.85, -3.60], [-3.16, -3.87, -0.03], [-2.34, -2.94, -0.93], [-3.16, -2.64, -2.19], [-1.96, -1.67, -0.19], [-3.40, -4.79, -0.56], [-4.09, -3.39, 0.27], [-2.61, -4.13, 0.87], [-1.43, -3.48, -1.24], [-4.11, -2.18, -1.92], [-3.36, -3.56, -2.73], [-2.63, -1.96, -2.85], [-1.65, -1.91, 0.83], [-2.81, -1.00, -0.14]], "lowdin_spin": [2.111, 0.003, 0.037, 0.003, 0.136, 0.023, 0.007, 0.005, 0.084, -0.009, 0.082, 0.015, -0.007, 0.074, 0.035, 0.432, 0.018, 0.080, -0.015, 0.092, 0.017, -0.005, 0.090, 0.094, 0.017, 0.003, 0.001, 0.032, 0.004, 0.003, 0.000, 0.000, 0.001, 0.005, 0.001, 0.000, 0.000, 0.003, 0.006, 0.000, 0.000, 0.003, 0.000, 0.000, -0.001, 0.002, 0.006, 0.001, -0.002, 0.002, 0.003, -0.002, 0.003, 0.000, 0.006, -0.001, 0.002, 0.000, 0.000, 0.001, -0.001, 0.000, 0.001, 0.004, 0.003, 0.000, 0.000, 0.001, 0.000, 0.000, 0.003, 0.029, 0.002, 0.005, 0.052, 0.009, 0.000, 0.000, 0.001, 0.000, 0.000, 0.000, 0.001, 0.000, 0.000, 0.004, 0.019, 0.042, 0.004, 0.281, 0.004, 0.001, 0.000, 0.004, 0.000, 0.000, 0.002, 0.008, 0.014]}

{"formula": "C34H60BKN10P", "method": "ωB97M-V/def2-TZVPD", "spin_multiplicity": 1, "homo_energy_ev": -9.9, "largest_force_ev_per_a": 1.3, "orbital_gap_ev": 7.27, "e_tot_ev": -77419.5794, "de_lowest_kcal_mol": 28.0, "lumo_energy_ev": -2.7, "total_charge": 1, "species": ["K", "C", "C", "C", "C", "C", "C", "C", "C", "C", "N", "N", "B", "N", "N", "C", "C", "C", "C", "C", "C", "C", "C", "C", "N", "N", "C", "C", "C", "C", "C", "C", "C", "C", "C", "H", "H", "H", "H", "H", "H", "H", "H", "H", "H", "H", "H", "H", "H", "H", "H", "H", "H", "H", "H", "H", "H", "H", "H", "H", "H", "H", "H", "H", "H", "H", "H", "H", "H", "H", "H", "H", "H", "H", "H", "H", "H", "H", "H", "H", "H", "C", "N", "C", "N", "C", "N", "C", "P", "C", "C", "H", "H", "H", "H", "H", "H", "H", "H", "H", "H", "H", "H", "H", "N", "C", "H"], "xyz": [[0.09, -0.22, -0.09], [3.21, 0.37, -0.43], [3.64, 1.32, 0.69], [4.34, 2.55, 0.11], [2.52, 1.72, 1.60], [2.64, 2.41, 2.81], [1.35, 2.51, 3.32], [1.12, 3.32, 4.58], [-0.14, 3.13, 5.41], [1.32, 4.81, 4.27], [0.52, 1.89, 2.43], [1.25, 1.42, 1.38], [-0.87, 1.21, 2.71], [-1.93, 1.33, 1.52], [-2.23, 0.21, 0.80], [-3.40, 0.41, 0.22], [-3.87, 1.70, 0.50], [-2.92, 2.24, 1.36], [-3.06, 3.59, 2.01], [-1.77, 4.41, 1.99], [-3.68, 3.47, 3.41], [-4.11, -0.71, -0.48], [-4.97, -0.23, -1.64], [-3.14, -1.82, -0.89], [-0.67, -0.28, 3.06], [-0.08, -1.13, 2.18], [-0.05, -2.33, 2.74], [-0.63, -2.28, 4.01], [-1.01, -0.96, 4.18], [-1.69, -0.38, 5.39], [-2.99, -1.13, 5.70], [-0.74, -0.42, 6.60], [0.48, -3.53, 2.00], [1.04, -3.19, 0.61], [-0.60, -4.61, 1.89], [4.08, 0.13, -1.05], [2.47, 0.85, -1.08], [2.81, -0.56, -0.05], [4.36, 0.78, 1.30], [3.65, 3.13, -0.50], [5.20, 2.26, -0.50], [4.70, 3.20, 0.91], [3.53, 2.80, 3.27], [1.95, 3.03, 5.23], [-1.02, 3.53, 4.91], [-0.02, 3.68, 6.35], [-0.32, 2.09, 5.66], [0.55, 5.18, 3.59], [2.29, 4.99, 3.80], [1.27, 5.40, 5.19], [-1.36, 1.77, 3.62], [-4.79, 2.17, 0.21], [-3.79, 4.12, 1.40], [-0.98, 3.91, 2.53], [-1.94, 5.39, 2.46], [-1.43, 4.58, 0.97], [-3.05, 2.88, 4.08], [-4.65, 3.00, 3.36], [-3.80, 4.46, 3.85], [-4.80, -1.15, 0.26], [-4.37, 0.31, -2.37], [-5.76, 0.45, -1.30], [-5.45, -1.07, -2.15], [-2.42, -1.46, -1.62], [-3.68, -2.66, -1.33], [-2.59, -2.17, -0.02], [-0.75, -3.08, 4.72], [-1.94, 0.66, 5.18], [-2.79, -2.17, 5.93], [-3.67, -1.09, 4.84], [-3.49, -0.68, 6.56], [-0.52, -1.46, 6.86], [-1.20, 0.06, 7.46], [0.20, 0.08, 6.38], [1.31, -3.94, 2.59], [0.24, -2.83, -0.05], [1.45, -4.09, 0.15], [1.83, -2.45, 0.66], [-1.44, -4.24, 1.30], [-0.97, -4.88, 2.87], [-0.20, -5.50, 1.41], [-2.77, 1.92, -4.59], [-1.54, 2.46, -3.85], [-0.43, 2.71, -4.88], [-0.17, 1.53, -5.63], [-1.38, 1.06, -6.29], [-2.44, 0.76, -5.33], [-2.13, -0.40, -4.49], [-0.60, -0.15, -3.45], [-1.09, 1.52, -2.78], [0.47, 0.49, -4.83], [-3.11, 2.72, -5.25], [-3.53, 1.72, -3.84], [-1.78, 3.36, -3.42], [0.45, 3.03, -4.34], [-0.79, 3.50, -5.53], [-1.16, 0.16, -6.87], [-1.73, 1.83, -6.97], [-1.98, -1.27, -5.13], [-2.98, -0.62, -3.85], [-0.25, 1.99, -2.27], [-1.91, 1.40, -2.06], [0.73, -0.35, -5.48], [1.40, 0.88, -4.42], [3.79, 2.89, -3.36], [2.65, 2.70, -3.25], [4.78, 3.05, -3.38]], "lowdin_charge": [0.666, -0.090, -0.353, -0.070, -0.279, 0.019, -0.176, -0.338, -0.056, -0.055, 0.034, 0.003, -0.472, 0.050, 0.003, -0.297, 0.021, -0.210, -0.350, -0.051, -0.044, -0.354, -0.062, -0.062, 0.042, 0.003, -0.270, 0.034, -0.195, -0.366, -0.057, -0.061, -0.353, -0.087, -0.059, 0.085, 0.035, 0.049, 0.146, 0.063, 0.072, 0.077, 0.120, 0.137, 0.062, 0.089, 0.050, 0.067, 0.074, 0.082, 0.085, 0.109, 0.131, 0.041, 0.086, 0.084, 0.054, 0.084, 0.084, 0.148, 0.040, 0.080, 0.086, 0.031, 0.088, 0.069, 0.113, 0.101, 0.077, 0.082, 0.080, 0.082, 0.083, 0.075, 0.143, 0.047, 0.086, 0.057, 0.077, 0.076, 0.079, -0.103, -0.060, -0.116, -0.144, -0.154, -0.142, -0.299, 1.046, -0.269, -0.313, 0.147, 0.130, 0.186, 0.081, 0.147, 0.140, 0.140, 0.102, 0.073, 0.092, 0.091, 0.100, 0.043, 0.119, -0.006, 0.097]}